# 1
Molecular formula: C37H25AsBrCl2NO2ReSe3Te
Method: DFT, ωB97M-V/def2-TZVPD

Positions of all 74 atoms, in Å:
Re -0.4100 -1.8359 -0.4686
Br -0.8436 -2.1783 2.1063
C -2.4575 -1.1524 2.1252
C -2.9609 -0.8145 3.3432
C -4.1498 -0.0547 3.3965
C -4.7644 0.3132 2.2370
C -4.2281 -0.0379 0.9718
C -4.8755 0.3728 -0.2194
C -4.3312 0.0565 -1.4254
C -3.1189 -0.6684 -1.5015
C -2.4292 -1.1166 -0.3947
C -3.0236 -0.7885 0.8789
H -2.4658 -1.1297 4.2514
H -4.5616 0.2234 4.3576
H -5.6819 0.8898 2.2638
H -5.7985 0.9367 -0.1474
H -4.8250 0.3585 -2.3418
H -2.7154 -0.8674 -2.4864
Se -0.1838 -1.8944 -2.8827
Se -1.1120 -4.0148 -3.5060
Te -3.1530 -4.0599 -1.9677
Se -3.3178 -6.0596 -0.7063
Cl 0.1735 -6.8625 -0.8037
C 1.3899 -5.6879 -0.4877
C 2.7237 -6.1193 -0.3591
C 3.7405 -5.2390 -0.1343
Cl 5.3756 -5.8215 0.0203
C 3.4723 -3.8556 -0.0331
C 4.4329 -2.8458 0.1836
C 4.0319 -1.5420 0.2646
C 2.6719 -1.2278 0.1079
N 1.7583 -2.1425 -0.1257
C 2.1324 -3.4507 -0.1756
C 1.0478 -4.3501 -0.3893
O -0.1629 -3.8737 -0.4948
H 2.9340 -7.1759 -0.4503
H 5.4751 -3.1186 0.2789
H 4.7407 -0.7441 0.4371
H 2.3302 -0.2067 0.1668
O -0.2701 0.2219 0.0239
As 0.3689 1.7534 -0.1228
C -1.0956 2.8855 -0.5379
C -1.2151 3.5052 -1.7754
C -2.3843 4.1890 -2.0798
C -3.4168 4.2432 -1.1551
C -3.2912 3.6202 0.0806
C -2.1308 2.9338 0.3935
C 1.1235 2.2151 1.5591
C 1.5977 3.4973 1.8231
C 2.1369 3.7788 3.0678
C 2.1990 2.7846 4.0377
C 1.7199 1.5102 3.7707
C 1.1748 1.2184 2.5261
C 1.6854 1.7862 -1.4898
C 2.9931 2.1945 -1.2480
C 3.9475 2.0360 -2.2424
C 3.5975 1.4535 -3.4539
C 2.2936 1.0343 -3.6854
C 1.3293 1.2030 -2.7044
H -0.4069 3.4600 -2.4947
H -2.4897 4.6727 -3.0418
H -4.3319 4.7652 -1.4024
H -4.1014 3.6598 0.7966
H -2.0378 2.4244 1.3465
H 1.5428 4.2722 1.0666
H 2.5044 4.7730 3.2845
H 2.6213 3.0093 5.0085
H 1.7661 0.7393 4.5286
H 0.7845 0.2331 2.3029
H 3.2678 2.6198 -0.2901
H 4.9661 2.3568 -2.0680
H 4.3496 1.3148 -4.2195
H 2.0266 0.5626 -4.6215
H 0.3150 0.8584 -2.8735

Calculated values
* calculated total energy: -405748.703 eV
* LUMO (spin up / spin down): -0.10 / -0.88 eV
* ΔE to the lowest compared entry with this formula, charge and spin: 26.2 kcal/mol
* 2S+1: 4
* orbital gap (spin up / spin down): 6.321 / 5.438 eV
* E_HOMO (spin up / spin down): -6.419 / -6.316 eV
* net charge: 0
* <S²>: 3.7835

=====

# 2
Molecular formula: C2H5O2S
Method: DFT, ωB97M-V/def2-TZVPD

Positions of all 10 atoms, in Å:
C -2.0515 0.5548 0.5109
S -0.6817 -0.1835 1.4647
H -1.6778 0.7837 -0.4801
H -2.8856 -0.1432 0.4271
H -2.4337 1.4308 1.0213
O 3.0375 -1.2393 -1.8078
C 2.3760 -0.6932 -0.9079
O 1.4332 0.1302 -1.0099
H 2.6312 -0.9724 0.1398
H 0.2525 0.3322 0.6419

Calculated values
* calculated total energy: -17086.613 eV
* LUMO: 3.50 eV
* ΔE to the lowest compared entry with this formula, charge and spin: 12.2 kcal/mol
* orbital gap: 7.681 eV
* E_HOMO: -4.184 eV
* net charge: -1